# C38H67F2N2O13S5

A 10-piece molecular cluster, C38H67F2N2O13S5 overall at a distorted geometry (ωB97M-V/def2-TZVPD, the Open Molecules 2025 dataset).

Values from the calculation:
**Frontier orbital gap**: 0.2916 Eh
**Largest force on an atom**: 0.2351 hartree/bohr
**Electronic energy**: -4765.51166 Ha
**Energy relative to the best compared isomer or geometry (same formula, charge and spin)**: 61.7 kcal per mole
**LUMO energy**: -2.61 eV
**Net charge**: +1

Geometry (Å):
1 C 0.72 -0.58 0.25
2 C 0.99 -0.43 -1.22
3 O 1.90 -1.08 -1.73
4 N 0.17 0.73 -1.88
5 H -0.69 0.30 -2.25
6 H -0.12 1.54 -1.27
7 C 0.68 1.11 -3.22
8 H 1.34 -1.07 0.82
9 H -0.22 -1.01 0.63
10 H 0.38 0.46 0.77
11 H 1.64 1.52 -3.30
12 H 0.21 1.90 -3.48
13 H 0.46 0.33 -3.96
14 C 1.81 4.11 0.82
15 C 0.74 5.09 0.57
16 O 0.57 6.11 1.29
17 N -0.28 4.79 -0.53
18 H 0.24 4.73 -1.44
19 H -0.60 3.74 -0.52
20 C -1.34 5.71 -0.63
21 H 1.77 3.11 0.61
22 H 2.25 4.25 1.83
23 H 2.67 4.59 0.10
24 H -2.02 5.73 0.15
25 H -1.70 5.67 -1.59
26 H -0.76 6.75 -0.70
27 O -1.25 2.39 -0.52
28 H -2.21 2.33 -0.41
29 F -1.10 -3.39 4.25
30 C 0.17 -3.77 4.06
31 C 1.17 -2.84 3.75
32 C 2.46 -3.30 3.39
33 C 2.71 -4.67 3.47
34 C 1.78 -5.64 3.88
35 C 0.41 -5.08 4.17
36 H 0.90 -1.88 3.63
37 H 3.22 -2.50 3.17
38 H 3.70 -5.11 3.06
39 H 1.93 -6.71 3.78
40 H -0.18 -6.06 4.27
41 F -1.37 -0.79 3.52
42 C -1.00 0.38 4.24
43 C -0.51 1.47 3.50
44 C -0.40 2.75 4.07
45 C -0.61 2.93 5.50
46 C -1.19 1.76 6.20
47 C -1.37 0.55 5.61
48 H -0.49 1.34 2.61
49 H -0.11 3.54 3.47
50 H -0.33 3.91 5.89
51 H -1.46 1.87 7.26
52 H -1.59 -0.19 6.35
53 C 5.23 0.45 5.54
54 C 4.13 -0.37 6.08
55 C 2.89 0.17 5.52
56 S 3.27 1.02 3.98
57 O 2.88 2.40 4.15
58 O 2.54 0.09 3.08
59 C 5.03 0.83 4.04
60 H 6.32 0.17 5.50
61 H 5.29 1.31 6.27
62 H 4.34 -0.63 7.15
63 H 4.34 -1.46 5.62
64 H 2.65 1.01 5.96
65 H 2.06 -0.76 5.65
66 H 5.46 1.60 3.66
67 H 5.20 0.06 3.30
68 C -4.07 1.16 -3.94
69 C -3.63 2.19 -4.90
70 C -3.66 1.66 -6.14
71 S -3.39 -0.07 -5.99
72 O -2.01 -0.37 -5.53
73 O -4.05 -0.79 -7.01
74 C -4.39 -0.15 -4.59
75 H -4.88 1.47 -3.48
76 H -3.23 0.99 -3.25
77 H -2.71 2.74 -4.56
78 H -4.21 3.06 -4.82
79 H -2.94 1.94 -6.88
80 H -4.52 1.72 -6.74
81 H -4.14 -1.18 -4.25
82 H -5.43 -0.30 -4.76
83 C 5.56 -0.57 -2.37
84 C 4.87 0.61 -3.13
85 C 5.28 1.77 -2.37
86 S 5.13 1.24 -0.78
87 O 3.87 1.62 -0.17
88 O 6.20 1.81 -0.04
89 C 5.14 -0.50 -0.95
90 H 6.73 -0.71 -2.25
91 H 5.03 -1.40 -2.79
92 H 3.77 0.41 -3.31
93 H 5.37 0.52 -4.14
94 H 4.35 2.51 -2.49
95 H 6.11 2.30 -2.54
96 H 4.27 -1.00 -0.75
97 H 5.77 -0.96 -0.38
98 C -0.96 -4.51 -4.76
99 C -2.49 -4.46 -4.32
100 C -2.46 -4.14 -2.89
101 S -1.20 -2.89 -2.80
102 O -0.40 -3.34 -1.69
103 O -1.77 -1.56 -2.87
104 C -0.30 -3.27 -4.23
105 H -1.08 -4.59 -5.93
106 H -0.33 -5.47 -4.30
107 H -2.99 -5.45 -4.37
108 H -3.05 -3.78 -4.56
109 H -2.17 -5.12 -2.29
110 H -3.50 -3.73 -2.70
111 H 0.80 -3.43 -4.00
112 H -0.35 -2.34 -4.75
113 C -4.92 0.58 -0.10
114 C -5.65 -0.16 1.10
115 C -5.11 -1.35 1.45
116 S -4.28 -1.98 0.03
117 O -4.78 -3.29 -0.43
118 O -2.80 -1.81 0.18
119 C -4.75 -0.70 -1.06
120 H -3.81 1.10 0.15
121 H -5.67 1.26 -0.44
122 H -6.53 -0.24 0.81
123 H -5.65 0.61 1.89
124 H -5.97 -2.00 1.79
125 H -4.12 -1.41 2.07
126 H -5.66 -0.76 -1.63
127 H -3.91 -0.80 -1.81

# C14H27Cl3ORuSi

C14H27Cl3ORuSi as an isolated structure at a distorted geometry (ωB97M-V/def2-TZVPD, the Open Molecules 2025 dataset).

Values from the calculation:
**Frontier orbital gap (alpha / beta)**: 0.1882 / 0.2176 Eh
**Largest force on an atom**: 0.0515 hartree/bohr
**Multiplicity**: 5
**Electronic energy**: -2389.78321 Ha
**Expectation value of S²**: 6.0532
**LUMO energy (alpha / beta)**: 5.46 / 5.44 eV
**Net charge**: -2

Geometry (Å):
1 C 1.90 -0.80 -0.99
2 C 2.14 0.24 -1.97
3 C 1.01 0.39 -2.80
4 C 3.43 0.95 -2.18
5 C -0.02 -0.48 -2.34
6 C 0.47 -1.21 -1.17
7 C 0.01 -2.55 -0.77
8 C 2.71 -1.31 0.03
9 C 0.94 1.23 -4.04
10 C -1.27 -0.81 -3.11
11 Ru -0.36 0.47 -0.24
12 Cl 1.24 2.02 0.31
13 Cl -0.79 1.18 2.39
14 Cl -1.62 2.01 -1.27
15 H 4.15 0.50 -1.49
16 H 3.39 2.04 -1.99
17 H 3.82 0.77 -3.20
18 H 1.04 2.28 -3.77
19 H -0.01 1.09 -4.56
20 H 1.74 0.99 -4.74
21 H -1.85 0.11 -3.27
22 H -1.90 -1.50 -2.54
23 H -1.06 -1.27 -4.09
24 H -1.07 -2.56 -0.63
25 H 0.50 -2.80 0.17
26 H 0.29 -3.26 -1.56
27 H 3.35 -0.67 0.62
28 H 2.81 -2.38 0.07
29 H 1.78 -1.24 1.55
30 O 0.95 -1.24 2.14
31 H 0.68 -2.16 2.29
32 C -2.73 -0.44 3.81
33 Si -2.75 0.50 2.07
34 C -4.58 -0.11 1.68
35 C -3.46 2.30 1.86
36 C -1.97 -0.53 0.54
37 H -3.03 0.30 4.57
38 H -1.75 -0.84 4.11
39 H -3.46 -1.25 3.83
40 H -5.29 0.29 2.42
41 H -4.88 0.23 0.68
42 H -4.60 -1.20 1.72
43 H -2.72 3.07 1.62
44 H -4.24 2.33 1.10
45 H -3.94 2.60 2.80
46 H -1.62 -1.44 1.09
47 H -2.62 -0.89 -0.29